1.
C40H56Cl8F24O16 | ωB97M-V/def2-TZVPD

```
! RIJCOSX wB97M-V def2-TZVPD def2/J DEFGRID3
* xyz 0 1
C 3.191 0.226 -19.996
C 2.374 -0.157 -18.717
O 2.728 0.766 -17.695
C 2.199 0.510 -16.449
O 1.360 -0.376 -16.183
C 2.670 1.469 -15.355
F 1.628 1.845 -14.676
F 3.378 0.784 -14.547
F 3.350 2.534 -15.735
H 3.005 -0.559 -20.729
H 4.254 0.452 -19.905
H 2.651 1.088 -20.386
H 2.652 -1.186 -18.490
H 1.290 -0.163 -18.832
C -5.894 -2.817 -3.340
C -5.059 -3.314 -4.542
O -3.833 -2.672 -4.675
C -3.515 -2.000 -5.811
O -4.158 -2.023 -6.882
C -2.249 -1.143 -5.731
F -1.172 -1.875 -6.086
F -2.365 -0.017 -6.487
F -1.931 -0.797 -4.460
H -5.458 -3.201 -2.418
H -6.958 -3.045 -3.409
H -5.889 -1.728 -3.297
H -5.699 -3.209 -5.418
H -4.764 -4.358 -4.430
C -1.904 -8.884 -10.479
C -3.297 -8.356 -10.222
O -3.374 -7.403 -9.096
C -3.227 -6.100 -9.414
O -3.014 -5.630 -10.533
C -3.263 -5.134 -8.259
F -4.207 -4.281 -8.439
F -3.450 -5.706 -7.068
F -2.035 -4.598 -8.255
H -1.852 -9.817 -11.040
H -1.383 -9.007 -9.529
H -1.309 -8.199 -11.082
H -3.834 -9.210 -9.810
H -3.780 -8.007 -11.135
C -1.464 7.422 -8.098
C -1.963 6.102 -7.467
O -1.486 4.971 -8.187
C -2.070 4.546 -9.320
O -3.131 4.926 -9.795
C -1.273 3.355 -10.083
F -2.061 2.361 -10.331
F -0.762 3.696 -11.254
F -0.269 2.927 -9.343
H -0.375 7.441 -8.111
H -1.890 8.238 -7.515
H -1.794 7.670 -9.107
H -3.051 6.161 -7.441
H -1.548 6.155 -6.461
C -7.246 5.177 -15.183
C -6.189 4.266 -15.674
O -5.143 4.388 -14.753
C -4.000 3.710 -14.913
O -3.857 2.864 -15.830
C -2.843 3.923 -13.989
F -1.993 4.728 -14.581
F -3.228 4.576 -12.860
F -2.272 2.754 -13.644
H -6.945 6.184 -14.895
H -7.728 4.728 -14.314
H -8.031 5.327 -15.924
H -5.891 4.556 -16.681
H -6.537 3.233 -15.668
C -1.720 -0.306 -14.677
C -1.253 -1.402 -13.876
O -2.067 -1.610 -12.720
C -1.825 -0.898 -11.565
O -1.065 0.067 -11.424
C -2.498 -1.642 -10.367
F -1.672 -2.626 -10.010
F -2.694 -0.807 -9.355
F -3.662 -2.228 -10.708
H -2.672 -0.466 -15.182
H -0.920 -0.017 -15.358
H -1.741 0.539 -13.988
H -0.246 -1.084 -13.606
H -1.264 -2.376 -14.364
C -3.759 -5.512 -19.393
C -2.846 -6.069 -18.281
O -2.127 -4.950 -17.739
C -1.057 -4.483 -18.380
O -0.569 -5.042 -19.404
C -0.484 -3.203 -17.724
F -1.204 -2.778 -16.709
F 0.829 -3.368 -17.420
F -0.523 -2.264 -18.686
H -4.408 -6.341 -19.676
H -3.138 -5.264 -20.254
H -4.431 -4.719 -19.065
H -2.130 -6.822 -18.609
H -3.445 -6.622 -17.558
C -0.758 3.181 -17.707
C 0.105 4.487 -17.715
O -0.019 5.113 -18.971
C 0.691 4.743 -20.051
O 1.241 3.662 -20.173
C 0.526 5.799 -21.150
F 0.510 5.284 -22.393
F -0.541 6.574 -20.989
F 1.575 6.572 -21.009
H -0.798 2.547 -16.821
H -0.447 2.477 -18.478
H -1.764 3.488 -17.993
H 1.137 4.177 -17.549
H -0.175 5.125 -16.877
Cl -2.085 -7.764 -15.097
C -2.775 -6.832 -13.702
C -2.289 -5.360 -13.767
Cl -0.551 -5.251 -13.740
H -2.410 -7.202 -12.744
H -3.862 -6.899 -13.726
H -2.656 -4.742 -12.947
H -2.614 -4.936 -14.717
Cl -6.668 1.901 -13.022
C -5.319 1.256 -12.063
C -5.913 0.855 -10.678
Cl -6.693 -0.763 -10.788
H -4.505 1.979 -12.005
H -4.866 0.545 -12.755
H -6.602 1.540 -10.183
H -5.169 0.775 -9.885
Cl 5.052 0.793 -10.681
C 3.569 0.031 -11.441
C 2.218 0.657 -10.962
Cl 2.034 2.419 -11.411
H 3.568 -1.014 -11.132
H 3.627 0.051 -12.530
H 2.144 0.667 -9.874
H 1.385 0.032 -11.287
Cl -6.130 -6.341 -12.346
C -6.246 -5.146 -11.046
C -7.617 -4.424 -11.078
Cl -8.906 -5.561 -10.557
H -5.521 -4.354 -11.229
H -6.160 -5.607 -10.062
H -7.926 -3.988 -12.028
H -7.685 -3.630 -10.334
*
```

The structure (SMILES) is CCOC(=O)C(F)(F)F.CCOC(=O)C(F)(F)F.CCOC(=O)C(F)(F)F.CCOC(=O)C(F)(F)F.CCOC(=O)C(F)(F)F.CCOC(=O)C(F)(F)F.CCOC(=O)C(F)(F)F.CCOC(=O)C(F)(F)F.ClCCCl.ClCCCl.ClCCCl.ClCCCl. The HOMO energy is -10.365 eV. For the HOMO-LUMO gap, the calculation gives 10.78 eV.

---

2.
C40H56N9O16 | ωB97M-V/def2-TZVPD

```
! RIJCOSX wB97M-V def2-TZVPD def2/J DEFGRID3
* xyz -1 1
C 46.593 49.496 15.701
O 47.295 48.413 15.895
O 46.515 49.951 14.459
O 45.941 50.141 16.601
H 47.207 49.432 13.969
C 49.066 48.753 20.092
C 48.980 48.928 21.776
C 47.871 49.733 22.406
C 46.553 50.120 21.491
C 46.694 49.753 19.947
C 48.052 49.201 19.398
N 45.466 50.763 21.994
O 45.471 51.134 23.206
O 44.483 50.901 21.242
H 50.110 48.536 19.671
H 49.594 48.429 22.333
H 47.826 49.875 23.460
H 45.786 50.113 19.329
H 48.256 49.058 18.252
C 50.300 45.491 16.773
C 50.965 44.060 16.735
C 50.032 42.784 17.188
C 48.567 43.121 17.684
C 48.184 44.458 17.676
C 48.970 45.639 17.069
N 47.796 41.896 17.966
O 48.296 40.735 17.726
O 46.656 42.199 18.370
H 50.786 46.271 16.313
H 52.050 44.145 16.240
H 50.442 41.683 17.015
H 47.264 44.672 18.073
H 48.630 46.579 17.059
C 43.857 45.279 18.094
C 42.838 44.315 17.452
C 42.572 44.508 16.023
C 43.265 45.635 15.172
C 44.192 46.460 15.956
C 44.490 46.339 17.459
N 42.966 45.912 13.748
O 43.682 46.757 13.060
O 41.885 45.465 13.317
H 44.077 45.076 19.085
H 42.419 43.481 18.024
H 41.868 44.062 15.598
H 44.758 47.154 15.356
H 45.179 47.023 18.062
C 50.037 45.669 8.417
C 48.531 45.459 8.905
C 47.988 46.620 9.553
C 48.839 47.841 9.926
C 50.276 48.076 9.349
C 50.769 46.849 8.399
N 48.398 48.768 10.915
O 47.624 48.406 11.799
O 48.981 49.872 11.066
H 50.613 44.827 7.855
H 47.969 44.554 8.749
H 46.935 46.601 10.057
H 51.025 48.884 9.627
H 51.836 46.881 7.864
C 49.399 54.431 16.520
O 50.303 55.306 16.847
N 48.802 53.771 17.438
C 47.909 52.699 17.196
C 48.879 54.140 18.910
H 49.029 54.143 15.517
H 47.060 52.486 17.880
H 48.420 51.671 17.198
H 47.415 52.469 16.128
H 48.646 53.146 19.523
H 48.073 54.785 19.164
H 49.872 54.475 19.257
C 42.648 50.869 11.982
O 41.748 51.283 11.239
N 42.245 50.456 13.253
C 43.197 49.717 14.066
C 40.821 50.589 13.789
H 43.589 50.868 11.680
H 44.016 49.265 13.736
H 42.624 49.094 14.724
H 43.673 50.398 14.807
H 40.219 51.535 13.484
H 40.694 50.701 14.891
H 40.247 49.767 13.433
C 48.481 53.655 12.963
O 49.355 54.491 12.901
N 47.212 54.028 13.087
C 46.133 52.937 13.201
C 46.887 55.380 13.409
H 48.779 52.461 12.825
H 46.308 52.173 12.634
H 45.027 53.317 12.952
H 45.910 52.627 14.183
H 47.313 56.110 12.765
H 47.380 55.605 14.424
H 45.937 55.541 13.555
C 44.015 53.443 19.048
O 43.976 54.280 20.064
N 43.353 53.598 17.873
C 43.668 52.593 16.861
C 42.355 54.563 17.723
H 44.564 52.608 19.108
H 43.212 52.667 15.817
H 43.502 51.676 17.346
H 44.716 52.477 16.732
H 42.856 55.519 17.239
H 41.937 54.966 18.589
H 41.502 54.227 17.176
C 52.944 49.385 13.793
O 54.049 49.621 14.085
N 51.923 49.878 14.527
C 50.601 49.294 14.444
C 52.147 50.894 15.441
H 52.588 48.646 13.109
H 50.319 49.261 13.377
H 49.752 49.849 14.925
H 50.601 48.354 14.875
H 52.721 51.719 15.193
H 52.485 50.534 16.409
H 51.103 51.279 15.853
*
```

The calculation puts the energy above the lowest of the compared OMol25 structures with the same formula, charge and spin at 2.2382 eV. The HOMO energy is -6.464 eV. For the HOMO-LUMO gap, the calculation gives 6.46 eV.